The following is a DFT calculation (ωB97M-V with the def2-TZVPD basis set) of a structure of composition C22H37AuN2O4SSi.

Values from the calculation:
Spin multiplicity: 3
Frontier orbital gap (spin up / spin down): 8.25 / 7.58 eV
Strongest force on any atom: 0.0082 Eh/bohr
Energy above the lowest of the compared OMol25 structures with the same formula, charge and spin: 0.00 kcal per mole
LUMO (spin up / spin down): 0.441 / -1.816 eV
Energy: -2094.24091 Ha

Atoms and positions in Å:
H (-0.38464, 0.42492, 3.08756)
C (0.90712, -4.95427, -1.64305)
H (-3.82243, 1.33036, 1.73073)
C (-1.61363, -1.52507, -1.30033)
C (-1.83926, 1.86890, -1.33542)
H (-3.67195, 2.23297, -2.41343)
C (-1.69502, -0.97713, 0.13159)
H (-2.01104, 3.85938, -2.12754)
C (1.63374, 2.88909, -0.62304)
H (4.09554, -2.46588, 0.65615)
C (2.64215, -3.64555, -0.38261)
H (-3.94177, 1.94740, -0.69885)
H (0.16910, -5.01242, -0.84107)
H (0.37342, -4.92981, -2.59170)
H (-1.76815, -2.60929, -1.26683)
Si (-1.19301, 0.88790, 0.20418)
H (3.79610, 1.20835, 2.45753)
C (-0.79090, 2.97556, 2.12216)
C (-1.66341, 1.73346, 1.87573)
H (-0.60376, 3.67469, -1.09008)
O (4.02950, 0.89387, -1.90431)
C (-1.65066, 3.38787, -1.20726)
H (-1.06303, -2.87368, 0.93213)
C (2.85993, -0.74903, 2.53382)
H (-3.37254, 2.95575, 1.22523)
H (2.41569, -0.70138, -2.86592)
O (1.69392, -0.52537, 2.23473)
H (-1.12766, 3.47153, 3.03831)
N (2.35845, 3.76714, -0.40566)
H (-0.03377, 1.64476, -2.55046)
C (-1.40779, 0.79626, 3.06508)
H (1.05577, -2.75083, -3.22748)
C (1.71802, -2.68492, -2.37297)
C (2.47305, -1.53555, -2.18128)
H (-3.36809, 2.53381, 2.92979)
H (3.01709, 4.47776, -0.16537)
H (-3.36159, -2.28562, 0.51885)
Au (1.23567, 0.90629, 0.25148)
C (-3.11622, -1.22726, 0.65989)
H (1.49971, -5.86870, -1.60720)
H (-0.83429, 3.70613, 1.31808)
H (-2.21612, 3.81746, -0.38469)
H (0.28849, -1.81785, 0.51632)
C (1.77629, -3.74049, -1.47288)
O (5.59482, -0.38921, -0.43925)
C (3.31701, -1.46257, -1.08388)
H (-1.49330, 2.02160, -3.45994)
H (-0.63020, -1.35263, -1.73965)
C (3.97565, 0.40812, 1.73647)
H (-2.08071, -0.05974, 3.07730)
H (-3.59034, 0.59918, -1.77627)
C (-3.14043, 2.15701, 1.92691)
H (-0.61946, -1.53221, 1.98834)
H (-3.87534, -0.64695, 0.13821)
H (-3.20594, -1.01764, 1.72475)
H (2.70139, -4.46282, 0.32540)
C (-3.34519, 1.63572, -1.55578)
H (0.25535, 2.69705, 2.27218)
S (4.26140, -0.00193, -0.80683)
C (-1.10123, 1.44522, -2.61503)
O (3.49569, -1.48272, 3.23375)
H (-1.23091, 0.39276, -2.85230)
H (-2.36727, -1.11369, -1.96908)
C (3.42031, -2.52172, -0.18685)
H (4.96794, -0.02804, 1.80095)
H (-1.58017, 1.35350, 3.99218)
C (-0.71472, -1.83444, 0.94974)
N (3.49762, 0.68466, 0.48877)